Entry from OMol25: a cluster of 10 separate species, C60H140 in total at a distorted geometry (ωB97M-V/def2-TZVPD).

Last columns: bonded neighbours and bond lengths (Å).
Positions of all 200 atoms, in Å:
1 C -0.101 -5.485 1.164  C2 1.507, H7 1.090, H8 1.090, H9 1.090
2 C 0.016 -5.948 -0.266  C1 1.507, C3 1.522, H10 1.090, H11 1.090
3 C 1.095 -5.271 -1.100  C2 1.522, C4 1.589, H12 1.090, H13 1.090
4 C 0.977 -5.682 -2.630  C3 1.589, C5 1.577, H14 1.090, H15 1.090
5 C 1.953 -4.829 -3.529  C4 1.577, C6 1.513, H16 1.090, H17 1.090
6 C 3.410 -4.811 -3.123  C5 1.513, H18 1.090, H19 1.090, H20 1.090
7 H -0.129 -4.406 1.314  C1 1.090
8 H 0.852 -5.785 1.601  C1 1.090
9 H -0.811 -6.002 1.810  C1 1.090
10 H 0.178 -7.026 -0.253  C2 1.090
11 H -0.936 -5.688 -0.727  C2 1.090
12 H 2.068 -5.467 -0.650  C3 1.090
13 H 0.939 -4.198 -0.985  C3 1.090
14 H 1.222 -6.739 -2.737  C4 1.090
15 H -0.009 -5.450 -3.034  C4 1.090
16 H 1.863 -5.132 -4.572  C5 1.090
17 H 1.597 -3.808 -3.392  C5 1.090
18 H 3.871 -5.798 -3.127  C6 1.090
19 H 4.029 -4.325 -3.877  C6 1.090
20 H 3.514 -4.378 -2.128  C6 1.090
21 C -4.816 -3.920 1.605  C22 1.577, H27 1.090, H28 1.090, H29 1.090
22 C -4.780 -2.550 2.385  C21 1.577, C23 1.514, H30 1.090, H31 1.090
23 C -6.081 -1.950 2.877  C22 1.514, C24 1.560, H32 1.090, H33 1.090
24 C -5.905 -0.520 3.472  C23 1.560, C25 1.508, H34 1.090, H35 1.090
25 C -7.276 -0.038 3.873  C24 1.508, C26 1.584, H36 1.090, H37 1.090
26 C -7.297 0.979 5.087  C25 1.584, H38 1.090, H39 1.090, H40 1.090
27 H -3.854 -4.384 1.824  C21 1.090
28 H -4.739 -3.665 0.548  C21 1.090
29 H -5.678 -4.513 1.911  C21 1.090
30 H -4.123 -2.680 3.245  C22 1.090
31 H -4.192 -1.871 1.769  C22 1.090
32 H -6.462 -2.595 3.669  C23 1.090
33 H -6.808 -1.932 2.066  C23 1.090
34 H -5.265 -0.565 4.354  C24 1.090
35 H -5.481 0.263 2.843  C24 1.090
36 H -7.840 0.403 3.052  C25 1.090
37 H -7.878 -0.854 4.275  C25 1.090
38 H -6.463 0.776 5.760  C26 1.090
39 H -6.950 1.961 4.763  C26 1.090
40 H -8.238 1.033 5.634  C26 1.090
41 C -2.224 -1.629 -0.577  C42 1.558, H47 1.090, H48 1.090, H49 1.090
42 C -1.573 -0.670 0.464  C41 1.558, C43 1.579, H50 1.090, H51 1.090
43 C -0.051 -0.400 0.143  C42 1.579, C44 1.474, H52 1.090, H53 1.090
44 C 0.818 -1.543 0.471  C43 1.474, C45 1.575, H54 1.090, H55 1.090
45 C 2.314 -1.302 0.039  C44 1.575, C46 1.540, H56 1.090, H57 1.090
46 C 2.532 -1.339 -1.486  C45 1.540, H58 1.090, H59 1.090, H60 1.090
47 H -1.917 -2.674 -0.630  C41 1.090
48 H -2.125 -1.124 -1.537  C41 1.090
49 H -3.291 -1.785 -0.422  C41 1.090
50 H -2.136 0.264 0.453  C42 1.090
51 H -1.662 -1.110 1.457  C42 1.090
52 H 0.128 0.532 0.680  C43 1.090
53 H -0.061 -0.206 -0.930  C43 1.090
54 H 0.837 -1.686 1.552  C44 1.090
55 H 0.417 -2.462 0.043  C44 1.090
56 H 2.668 -0.385 0.509  C45 1.090
57 H 3.053 -1.966 0.488  C45 1.090
58 H 2.106 -0.450 -1.950  C46 1.090
59 H 3.610 -1.338 -1.651  C46 1.090
60 H 2.056 -2.216 -1.923  C46 1.090
61 C -0.069 -1.932 4.896  C62 1.529, H67 1.090, H68 1.090, H69 1.090
62 C -0.556 -0.684 5.631  C61 1.529, C63 1.512, H70 1.090, H71 1.090
63 C -1.440 0.201 4.781  C62 1.512, C64 1.528, H72 1.090, H73 1.090
64 C -2.033 1.296 5.667  C63 1.528, C65 1.507, H74 1.090, H75 1.090
65 C -3.027 2.164 4.939  C64 1.507, C66 1.534, H76 1.090, H77 1.090
66 C -3.800 3.144 5.831  C65 1.534, H78 1.090, H79 1.090, H80 1.090
67 H -0.835 -2.455 4.323  C61 1.090
68 H 0.498 -2.681 5.450  C61 1.090
69 H 0.597 -1.637 4.086  C61 1.090
70 H -1.012 -0.902 6.597  C62 1.090
71 H 0.297 -0.065 5.910  C62 1.090
72 H -2.301 -0.327 4.371  C63 1.090
73 H -0.775 0.584 4.006  C63 1.090
74 H -2.589 0.802 6.464  C64 1.090
75 H -1.229 1.907 6.078  C64 1.090
76 H -2.539 2.850 4.247  C65 1.090
77 H -3.792 1.572 4.437  C65 1.090
78 H -4.510 3.697 5.214  C66 1.090
79 H -4.265 2.669 6.694  C66 1.090
80 H -3.195 3.907 6.321  C66 1.090
81 C 4.859 -1.997 5.531  C82 1.524, H87 1.090, H88 1.090, H89 1.090
82 C 4.652 -3.251 4.690  C81 1.524, C83 1.558, H90 1.090, H91 1.090
83 C 3.515 -3.212 3.626  C82 1.558, C84 1.587, H92 1.090, H93 1.090
84 C 3.348 -4.597 2.869  C83 1.587, C85 1.604, H94 1.090, H95 1.090
85 C 4.708 -5.329 2.437  C84 1.604, C86 1.540, H96 1.090, H97 1.090
86 C 4.497 -6.696 1.760  C85 1.540, H98 1.090, H99 1.090, H100 1.090
87 H 5.556 -1.237 5.177  C81 1.090
88 H 5.282 -2.354 6.470  C81 1.090
89 H 3.922 -1.472 5.716  C81 1.090
90 H 5.575 -3.377 4.125  C82 1.090
91 H 4.542 -4.135 5.319  C82 1.090
92 H 3.719 -2.387 2.944  C83 1.090
93 H 2.574 -3.074 4.159  C83 1.090
94 H 2.787 -5.317 3.464  C84 1.090
95 H 2.675 -4.365 2.043  C84 1.090
96 H 5.210 -4.697 1.704  C85 1.090
97 H 5.346 -5.304 3.321  C85 1.090
98 H 3.795 -6.715 0.926  C86 1.090
99 H 5.445 -7.148 1.469  C86 1.090
100 H 4.120 -7.355 2.542  C86 1.090
101 C -9.624 1.145 -2.162  C102 1.511, H107 1.090, H108 1.090, H109 1.090
102 C -8.484 0.460 -1.446  C101 1.511, C103 1.516, H110 1.090, H111 1.090
103 C -7.288 1.325 -1.098  C102 1.516, C104 1.531, H112 1.090, H113 1.090
104 C -6.090 0.543 -0.556  C103 1.531, C105 1.530, H114 1.090, H115 1.090
105 C -4.904 1.351 -0.024  C104 1.530, C106 1.553, H116 1.090, H117 1.090
106 C -5.222 2.511 0.958  C105 1.553, H118 1.090, H119 1.090, H120 1.090
107 H -10.507 0.518 -2.287  C101 1.090
108 H -9.339 1.484 -3.158  C101 1.090
109 H -10.066 1.998 -1.646  C101 1.090
110 H -8.848 -0.107 -0.589  C102 1.090
111 H -8.048 -0.306 -2.087  C102 1.090
112 H -7.737 2.074 -0.446  C103 1.090
113 H -6.993 1.900 -1.976  C103 1.090
114 H -6.342 -0.117 0.274  C104 1.090
115 H -5.725 -0.195 -1.271  C104 1.090
116 H -4.171 0.656 0.388  C105 1.090
117 H -4.426 1.847 -0.869  C105 1.090
118 H -4.362 2.910 1.497  C106 1.090
119 H -5.706 3.375 0.502  C106 1.090
120 H -5.884 2.100 1.721  C106 1.090
121 C 0.690 4.308 5.185  C122 1.523, H127 1.090, H128 1.090, H129 1.090
122 C 1.567 4.157 3.949  C121 1.523, C123 1.545, H130 1.090, H131 1.090
123 C 1.260 2.833 3.214  C122 1.545, C124 1.580, H132 1.090, H133 1.090
124 C 2.197 2.328 2.046  C123 1.580, C125 1.586, H134 1.090, H135 1.090
125 C 3.664 2.074 2.590  C124 1.586, C126 1.491, H136 1.090, H137 1.090
126 C 3.759 0.807 3.369  C125 1.491, H138 1.090, H139 1.090, H140 1.090
127 H 0.740 3.438 5.840  C121 1.090
128 H -0.295 4.581 4.807  C121 1.090
129 H 1.037 5.019 5.935  C121 1.090
130 H 1.349 5.104 3.456  C122 1.090
131 H 2.604 4.178 4.283  C122 1.090
132 H 0.282 2.995 2.762  C123 1.090
133 H 1.195 2.088 4.008  C123 1.090
134 H 1.869 1.405 1.567  C124 1.090
135 H 2.324 3.106 1.293  C124 1.090
136 H 4.409 1.987 1.799  C125 1.090
137 H 4.123 2.943 3.062  C125 1.090
138 H 4.786 0.514 3.585  C126 1.090
139 H 3.193 0.777 4.300  C126 1.090
140 H 3.317 -0.007 2.794  C126 1.090
141 C 6.739 6.373 -4.880  C142 1.551, H147 1.090, H148 1.090, H149 1.090
142 C 6.626 4.836 -4.704  C141 1.551, C143 1.581, H150 1.090, H151 1.090
143 C 5.709 4.494 -3.462  C142 1.581, C144 1.580, H152 1.090, H153 1.090
144 C 5.628 2.953 -3.118  C143 1.580, C145 1.539, H154 1.090, H155 1.090
145 C 5.264 2.014 -4.281  C144 1.539, C146 1.532, H156 1.090, H157 1.090
146 C 5.103 0.590 -3.742  C145 1.532, H158 1.090, H159 1.090, H160 1.090
147 H 5.814 6.811 -5.256  C141 1.090
148 H 7.516 6.711 -5.566  C141 1.090
149 H 7.113 6.834 -3.967  C141 1.090
150 H 6.187 4.301 -5.546  C142 1.090
151 H 7.577 4.366 -4.455  C142 1.090
152 H 4.767 4.918 -3.809  C143 1.090
153 H 5.971 4.968 -2.516  C143 1.090
154 H 6.631 2.796 -2.722  C144 1.090
155 H 4.865 2.755 -2.364  C144 1.090
156 H 4.355 2.317 -4.801  C145 1.090
157 H 5.981 2.050 -5.102  C145 1.090
158 H 4.327 0.516 -2.981  C146 1.090
159 H 4.785 -0.022 -4.586  C146 1.090
160 H 6.027 0.155 -3.360  C146 1.090
161 C 0.029 -1.158 -5.098  C162 1.533, H167 1.090, H168 1.090, H169 1.090
162 C 0.912 -0.123 -5.805  C161 1.533, C163 1.558, H170 1.090, H171 1.090
163 C 0.484 0.132 -7.282  C162 1.558, C164 1.517, H172 1.090, H173 1.090
164 C 1.497 1.007 -7.996  C163 1.517, C165 1.476, H174 1.090, H175 1.090
165 C 1.277 1.128 -9.450  C164 1.476, C166 1.535, H176 1.090, H177 1.090
166 C 2.529 1.639 -10.175  C165 1.535, H178 1.090, H179 1.090, H180 1.090
167 H -0.247 -2.018 -5.709  C161 1.090
168 H -0.959 -0.841 -4.764  C161 1.090
169 H 0.535 -1.476 -4.187  C161 1.090
170 H 0.980 0.756 -5.165  C162 1.090
171 H 1.930 -0.511 -5.816  C162 1.090
172 H -0.516 0.563 -7.328  C163 1.090
173 H 0.291 -0.794 -7.824  C163 1.090
174 H 1.568 1.959 -7.471  C164 1.090
175 H 2.467 0.509 -7.981  C164 1.090
176 H 0.909 0.216 -9.919  C165 1.090
177 H 0.446 1.808 -9.639  C165 1.090
178 H 2.656 2.722 -10.157  C166 1.090
179 H 3.472 1.227 -9.816  C166 1.090
180 H 2.411 1.308 -11.207  C166 1.090
181 C -2.023 4.242 0.381  C182 1.512, H187 1.090, H188 1.090, H189 1.090
182 C -0.978 3.358 -0.260  C181 1.512, C183 1.531, H190 1.090, H191 1.090
183 C -1.098 3.409 -1.785  C182 1.531, C184 1.565, H192 1.090, H193 1.090
184 C -0.204 2.358 -2.525  C183 1.565, C185 1.510, H194 1.090, H195 1.090
185 C 1.272 2.475 -2.231  C184 1.510, C186 1.575, H196 1.090, H197 1.090
186 C 1.779 3.964 -2.303  C185 1.575, H198 1.090, H199 1.090, H200 1.090
187 H -2.993 3.990 -0.048  C181 1.090
188 H -1.934 5.327 0.333  C181 1.090
189 H -2.106 4.055 1.452  C181 1.090
190 H 0.025 3.594 0.094  C182 1.090
191 H -1.238 2.392 0.174  C182 1.090
192 H -0.944 4.454 -2.055  C183 1.090
193 H -2.116 3.122 -2.050  C183 1.090
194 H -0.598 1.350 -2.398  C184 1.090
195 H -0.332 2.512 -3.596  C184 1.090
196 H 1.494 2.081 -1.239  C185 1.090
197 H 1.900 1.766 -2.770  C185 1.090
198 H 1.419 4.326 -3.266  C186 1.090
199 H 1.338 4.580 -1.520  C186 1.090
200 H 2.859 3.996 -2.154  C186 1.090

Computed properties:
DFT total energy, Eh: -2369.9483
ΔE to the lowest compared entry with this formula, charge and spin, kcal per mole: 80.26
LUMO level, eV: 0.7366
Strongest force on any atom, hartree/bohr: 0.0592
SMILES string: CCCCCC.CCCCCC.CCCCCC.CCCCCC.CCCCCC.CCCCCC.CCCCCC.CCCCCC.CCCCCC.CCCCCC
HOMO-LUMO gap, eV: 11.4